# 1
One molecule with the formula C7H12N2. Source: OMol25; level of theory: ωB97M-V/def2-TZVPD.

Geometry as XYZ:
```
21
Properties=species:S:1:pos:R:3:mulliken_charge:R:1
C 0.96 -0.61 1.48 -1.02
C 1.03 -0.59 0.05 0.59
C -0.35 -0.97 -0.65 -1.51
C -1.13 0.22 -0.47 0.42
N -2.47 -0.39 0.22 -0.75
C -0.48 1.48 0.05 0.02
C 0.88 1.75 0.11 -0.76
C 1.51 0.62 -0.76 0.05
N 2.42 -0.52 -0.36 -0.70
H -0.24 -0.59 1.64 0.23
H 1.10 -1.57 1.98 0.34
H 1.56 0.14 2.00 0.32
H -0.67 -1.89 -0.43 0.49
H -0.30 -1.13 -1.78 0.30
H -1.66 0.47 -1.48 0.25
H -3.20 -0.68 -0.68 0.31
H -2.83 0.50 0.61 0.29
H -1.38 1.85 0.90 0.06
H 1.32 2.49 0.70 0.48
H 1.24 0.56 -1.89 0.25
H 2.68 -1.11 -1.25 0.34
```

Results
2S+1 = 1
HOMO = -8.511 eV
relative energy (zero: lowest compared OMol25 entry of this formula, charge and spin) = 6.982 eV
molecular weight = 124.2 g mol⁻¹
total energy = -10426.495 eV



# 2
One molecule with the formula C4H6N2. Source: OMol25; level of theory: ωB97M-V/def2-TZVPD.

Geometry as XYZ:
```
12
Properties=species:S:1:pos:R:3:mulliken_charge:R:1
H -2.36 -0.66 -1.23 0.23
N -2.25 -0.33 -0.27 -0.64
C -1.12 -0.49 0.22 -0.03
C 0.13 -1.04 -0.41 -0.36
C 1.25 -0.08 -0.08 -0.40
C 0.96 1.02 0.58 0.19
N 0.92 2.08 1.19 -0.52
H -0.92 -0.05 1.25 0.37
H 0.36 -2.02 0.02 0.26
H 0.00 -1.13 -1.50 0.26
H 2.24 -0.26 -0.46 0.38
H 0.79 2.96 0.70 0.27
```

Results
2S+1 = 1
HOMO = -8.909 eV
relative energy (zero: lowest compared OMol25 entry of this formula, charge and spin) = 2.308 eV
molecular weight = 82.1 g mol⁻¹
total energy = -7223.283 eV



# 3
A 2-piece molecular cluster, C2H2ClNO overall. Source: OMol25; level of theory: ωB97M-V/def2-TZVPD.

Geometry as XYZ:
```
7
Properties=species:S:1:pos:R:3:mulliken_charge:R:1
C 0.55 0.73 0.13 0.48
C -0.53 -0.23 0.37 -0.09
N 0.58 -0.39 -0.61 -0.34
O 0.99 1.80 0.28 -0.44
Cl -2.14 -0.17 -0.02 -0.10
H -0.13 -1.38 1.49 0.23
H 0.66 -0.36 -1.63 0.26
```

Results
2S+1 = 1
HOMO = -9.582 eV
relative energy (zero: lowest compared OMol25 entry of this formula, charge and spin) = 3.018 eV
molecular weight = 91.5 g mol⁻¹
total energy = -18162.356 eV



# 4
C21H33KO11S3 as an isolated structure. Source: OMol25; level of theory: ωB97M-V/def2-TZVPD.

Geometry as XYZ:
```
69
Properties=species:S:1:pos:R:3:mulliken_charge:R:1
K 4.06 19.42 -10.26 0.73
C -1.96 23.36 -14.59 -1.28
C -0.57 23.42 -13.89 0.47
C -0.28 24.93 -13.76 -1.32
O -0.58 22.88 -12.63 -0.96
H -2.75 23.70 -13.91 0.30
H -2.30 22.40 -14.99 0.34
H -2.00 24.00 -15.47 0.31
H 0.16 23.07 -14.62 0.16
H -0.98 25.61 -13.27 0.33
H -0.03 25.29 -14.76 0.36
H 0.61 25.00 -13.14 0.31
C 6.45 25.64 -8.06 -0.73
C 5.06 25.89 -7.77 0.61
C 4.35 27.32 -7.92 0.39
O 3.15 27.35 -7.69 -0.67
C 5.15 28.50 -8.39 -0.69
C 6.50 28.26 -8.55 0.29
C 7.08 26.87 -8.35 0.54
O 8.35 26.70 -8.49 -0.75
O 7.18 29.24 -9.09 -0.78
O 4.39 24.92 -7.33 -0.75
H 6.85 24.67 -7.84 0.39
H 4.62 29.45 -8.42 0.40
C 6.97 19.81 -20.10 -0.67
C 7.43 18.30 -20.22 -0.58
C 7.57 17.76 -18.70 -0.61
S 7.20 19.26 -17.51 0.97
O 8.25 20.24 -17.26 -0.58
O 6.36 18.67 -16.48 -0.60
C 6.20 20.11 -18.86 -0.75
H 6.52 20.29 -20.97 0.42
H 7.78 20.53 -20.01 0.32
H 8.32 18.21 -20.84 0.29
H 6.77 17.66 -20.80 0.30
H 8.56 17.34 -18.49 0.39
H 6.81 16.99 -18.60 0.32
H 5.90 21.13 -18.66 0.47
H 5.26 19.60 -19.05 0.31
C 1.75 9.78 -10.12 -0.59
C 3.14 9.56 -9.38 -0.63
C 3.70 10.88 -8.95 -0.61
S 2.21 11.80 -8.25 1.01
O 2.23 13.19 -8.76 -0.61
O 2.20 11.60 -6.80 -0.62
C 0.95 10.62 -9.10 -0.74
H 1.13 8.91 -10.32 0.30
H 2.08 10.37 -10.98 0.31
H 3.74 8.83 -9.92 0.35
H 2.75 9.01 -8.52 0.31
H 3.78 11.43 -9.88 0.30
H 4.49 11.03 -8.22 0.41
H 0.10 11.24 -9.40 0.44
H 0.53 10.01 -8.30 0.35
C 5.45 16.16 -0.89 -0.69
C 4.42 17.27 -0.75 -0.57
C 4.38 17.95 -2.21 -0.71
S 6.24 18.02 -2.76 1.01
O 6.90 19.19 -2.28 -0.59
O 6.35 17.59 -4.18 -0.61
C 6.75 16.70 -1.52 -0.66
H 5.01 15.46 -1.60 0.32
H 5.81 15.74 0.05 0.32
H 4.65 18.01 0.02 0.33
H 3.55 16.79 -0.30 0.33
H 3.81 18.79 -2.59 0.46
H 4.05 17.04 -2.71 0.31
H 7.39 17.10 -0.73 0.41
H 7.18 15.86 -2.07 0.33
```

Results
2S+1 = 1
HOMO = 0.051 eV
relative energy (zero: lowest compared OMol25 entry of this formula, charge and spin) = 1.513 eV
total charge = -2
molecular weight = 596.8 g mol⁻¹
total energy = -93654.691 eV



# 5
One molecule with the formula C5H9NOS. Source: OMol25; level of theory: ωB97M-V/def2-TZVPD.

Geometry as XYZ:
```
17
Properties=species:S:1:pos:R:3:mulliken_charge:R:1
C -1.99 -1.84 -0.19 -0.81
N -1.47 -0.56 -0.35 -0.24
C -0.28 0.02 0.11 1.34
C -0.05 -0.03 1.64 -1.78
C -0.45 1.60 0.09 -0.07
O -1.29 2.22 -0.62 -0.50
C 0.97 -0.35 -0.63 -0.43
S 2.47 -0.32 -0.22 -0.26
H -1.88 -2.11 1.01 0.23
H -1.46 -2.74 -0.82 0.21
H -3.20 -1.96 -0.51 0.27
H -2.27 0.01 -0.63 0.28
H 0.63 0.77 1.99 0.38
H 0.21 -0.92 2.18 0.43
H -1.00 0.24 2.11 0.48
H 0.18 2.24 1.02 0.19
H 0.68 -0.68 -1.65 0.29
```

Results
2S+1 = 1
HOMO = -8.721 eV
relative energy (zero: lowest compared OMol25 entry of this formula, charge and spin) = 4.300 eV
molecular weight = 131.2 g mol⁻¹
total energy = -19700.003 eV



# 6
C29H33N3O2 as an isolated structure. Source: OMol25; level of theory: ωB97M-V/def2-TZVPD.

Geometry as XYZ:
```
67
Properties=species:S:1:pos:R:3:mulliken_charge:R:1
C 0.29 1.67 4.89 -1.39
C -0.42 0.64 4.05 0.83
C 0.32 -0.47 3.60 -0.68
C -0.23 -1.40 2.72 -0.62
C -1.52 -1.21 2.13 0.57
C -2.06 -2.00 0.99 -0.36
N -1.60 -3.43 1.19 1.06
O -2.41 -4.42 1.14 -0.62
O -0.34 -3.66 1.20 -0.61
C -2.30 -0.20 2.75 -0.53
C -1.74 0.70 3.63 -0.57
H -0.43 2.37 5.36 0.36
H 0.87 1.21 5.69 0.35
H 0.99 2.30 4.32 0.27
H 1.35 -0.57 3.88 0.40
H 0.37 -2.28 2.47 0.42
H -3.18 -2.03 1.05 0.34
H -3.36 -0.11 2.51 0.31
H -2.32 1.59 3.98 0.23
C -3.90 -8.30 -5.22 -0.52
C -4.35 -8.72 -3.80 -0.50
C -3.90 -7.60 -2.85 -0.58
N -3.34 -6.52 -3.69 0.21
C -2.83 -5.32 -3.24 -0.03
C -1.79 -5.32 -2.28 -0.47
C -1.35 -4.12 -1.73 -0.74
C -2.04 -2.92 -1.91 0.06
C -1.79 -1.82 -0.96 -0.49
C -2.32 -0.47 -1.14 0.78
C -3.68 -0.30 -1.48 -0.81
C -4.20 0.99 -1.65 -0.79
C -3.38 2.13 -1.49 -0.43
N -3.93 3.40 -1.54 0.25
C -3.81 4.33 -2.68 -0.63
C -4.98 5.32 -2.56 -0.56
C -5.64 5.07 -1.19 -0.48
C -4.90 3.90 -0.54 -0.61
C -2.01 1.94 -1.19 -0.57
C -1.52 0.66 -0.98 -0.25
C -2.96 -2.90 -3.02 -0.43
C -3.33 -4.06 -3.67 -0.64
C -3.34 -6.88 -5.11 -0.64
H -3.11 -8.99 -5.58 0.27
H -4.73 -8.33 -5.93 0.29
H -5.44 -8.82 -3.75 0.26
H -3.90 -9.67 -3.50 0.28
H -4.74 -7.22 -2.26 0.28
H -3.15 -7.95 -2.13 0.27
H -1.37 -6.28 -1.94 0.38
H -0.43 -4.15 -1.17 0.42
H -0.72 -1.82 -0.67 0.62
H -4.32 -1.13 -1.67 0.82
H -5.24 1.16 -1.87 0.52
H -2.85 4.85 -2.64 0.29
H -3.84 3.78 -3.63 0.34
H -4.62 6.35 -2.66 0.30
H -5.70 5.14 -3.36 0.24
H -5.59 5.95 -0.54 0.28
H -6.70 4.80 -1.32 0.26
H -5.56 3.10 -0.22 0.36
H -4.35 4.25 0.35 0.25
H -1.37 2.83 -1.03 0.36
H -0.45 0.53 -0.80 0.38
H -3.34 -1.98 -3.43 0.70
H -4.10 -4.09 -4.44 0.38
H -2.32 -6.83 -5.51 0.29
H -3.94 -6.17 -5.68 0.25
```

Results
2S+1 = 1
HOMO = -7.453 eV
relative energy (zero: lowest compared OMol25 entry of this formula, charge and spin) = 5.390 eV
molecular weight = 455.6 g mol⁻¹
total energy = -39167.936 eV



The highest relative energy (zero: lowest compared OMol25 entry of this formula, charge and spin) belongs to which entry? C7H12N2